A structure of composition C4H6ORb at a distorted geometry, computed with ωB97M-V with the def2-TZVPD basis set.

```
12
Properties=species:S:1:pos:R:3
O -0.9370 -0.0971 -1.5682
Rb -3.3964 2.1504 -1.0544
C -0.2036 -0.7232 -2.3150
C 0.9297 -0.0116 -4.1981
H 1.9394 -0.4117 -4.0437
H 0.9479 -0.0284 -2.5262
H 0.5391 -0.7854 -4.8730
H -0.5809 -1.7050 -2.6570
C 0.6165 1.5718 -5.0593
C 0.9311 2.4546 -5.9608
H 1.8783 3.0012 -5.9251
H 0.3997 2.4377 -6.9203
```

Results
Total charge = +1
Energy above the lowest of the compared OMol25 structures with the same formula, charge and spin = 698.3 kJ/mol
E_LUMO (spin up / spin down) = -0.14483 / -0.14436 Eh
Gap between HOMO and LUMO (spin up / spin down) = 0.2362 / 0.2606 Ha
HOMO (spin up / spin down) = -10.369 / -11.018 eV
DFT total energy = -6933.5056 eV

***

The molecule C4H6OS at a distorted geometry, computed with ωB97M-V with the def2-TZVPD basis set.

```
12
Properties=species:S:1:pos:R:3
C 1.2484 0.0366 0.7416
S 0.7026 -1.6870 0.4521
C -0.7441 -1.0842 -0.6353
C -0.8827 0.4265 -0.5078
O -1.0568 0.8917 0.8464
C 0.2016 1.0196 0.2307
H 2.1913 0.1114 0.2120
H 1.4585 0.1125 1.8443
H -1.6650 -1.5587 -0.2780
H -0.4912 -1.3782 -1.7484
H -1.4192 1.0557 -1.2145
H 0.4566 2.0539 0.0569
```

Results
Total charge = 0
SMILES = C1SC[C@H]2O[C@@H]12
Energy above the lowest of the compared OMol25 structures with the same formula, charge and spin = 155.3 kJ/mol
E_LUMO = 0.03500 Eh
Gap between HOMO and LUMO = 0.3537 Ha
HOMO = -8.673 eV
DFT total energy = -17126.5206 eV

***

The molecule C4H6OS at a distorted geometry, computed with ωB97M-V with the def2-TZVPD basis set.

```
12
Properties=species:S:1:pos:R:3
C 0.5304 1.4917 -0.2102
C 0.2178 0.2571 0.1225
C 1.2648 -0.7682 0.1265
S 2.9005 -0.6259 -0.0234
C -1.1740 -0.2269 0.4289
O -1.4777 -1.3658 -0.3625
H -0.1934 2.2537 -0.3863
H 1.5551 1.6305 -0.4319
H 0.8126 -1.7527 0.2167
H -1.2235 -0.4774 1.5260
H -1.8300 0.6441 0.2560
H -1.3827 -1.0599 -1.2624
```

Results
Total charge = 0
SMILES = C=C(C=S)CO
Energy above the lowest of the compared OMol25 structures with the same formula, charge and spin = 184.6 kJ/mol
E_LUMO = -0.03092 Eh
Gap between HOMO and LUMO = 0.2913 Ha
HOMO = -8.768 eV
DFT total energy = -17126.2171 eV

***

A structure of composition C4H6OS at a distorted geometry, computed with ωB97M-V with the def2-TZVPD basis set.

```
12
Properties=species:S:1:pos:R:3
C 0.3566 1.3882 -0.3014
C -0.8509 1.3141 0.6673
C 0.1332 -0.0476 -0.8501
C 0.7108 -1.1973 -0.0641
O -1.9750 -1.0711 0.3366
S -1.7123 0.1087 -0.4945
H 0.3700 2.0678 -1.1637
H 1.3965 1.2985 0.0580
H -0.8846 0.7047 1.6692
H -0.0807 -1.6795 0.4158
H 1.4858 -0.9754 0.5834
H 1.0508 -1.9111 -0.8565
```

Results
Total charge = 0
Energy above the lowest of the compared OMol25 structures with the same formula, charge and spin = 566.6 kJ/mol
E_LUMO (spin up / spin down) = -0.02311 / -0.03087 Eh
Gap between HOMO and LUMO (spin up / spin down) = 0.3131 / 0.2969 Ha
HOMO (spin up / spin down) = -9.150 / -8.920 eV
DFT total energy = -17122.2571 eV

***

The molecule C4H6OS at a distorted geometry, computed with ωB97M-V with the def2-TZVPD basis set.

```
12
Properties=species:S:1:pos:R:3
C -1.3419 0.6634 0.1806
O -0.9266 0.2620 -1.0982
C -0.0171 -0.8306 -1.0011
C 1.4331 -0.5009 -0.9959
C 0.7600 -0.8088 0.2914
S 0.1246 0.5821 1.2760
H -2.0797 0.0029 0.6822
H -1.6958 1.6873 0.0981
H -0.4761 -1.8055 -1.3335
H 2.0743 -1.2674 -1.4198
H 1.6618 0.5501 -1.3302
H 0.9305 -1.7146 0.8228
```

Results
Total charge = 0
SMILES = C1O[C@H]2C[C@H]2S1
Energy above the lowest of the compared OMol25 structures with the same formula, charge and spin = 178.1 kJ/mol
E_LUMO = 0.03582 Eh
Gap between HOMO and LUMO = 0.3558 Ha
HOMO = -8.708 eV
DFT total energy = -17126.2844 eV

***

A structure of composition C4H6OS at a distorted geometry, computed with ωB97M-V with the def2-TZVPD basis set.

```
12
Properties=species:S:1:pos:R:3
C 0.0752 -1.0099 0.1092
C -0.9329 -1.0331 -0.8369
C -0.4253 1.3057 -0.0486
C 0.3290 0.3569 0.7797
O -2.7375 -0.4575 0.9577
S -1.7045 0.4577 -0.5874
H 0.8376 -1.7476 0.3206
H -1.1989 -1.7977 -1.5030
H -0.4857 2.4132 0.0408
H -0.0512 0.2836 1.8163
H 1.4747 0.4939 0.9541
H -2.4005 0.3391 1.8730
```

Results
Total charge = 0
Energy above the lowest of the compared OMol25 structures with the same formula, charge and spin = 525.2 kJ/mol
E_LUMO = 0.00322 Eh
Gap between HOMO and LUMO = 0.3111 Ha
HOMO = -8.378 eV
DFT total energy = -17122.6867 eV

***

The molecule C4H6OS2 at a distorted geometry, computed with ωB97M-V with the def2-TZVPD basis set.

```
13
Properties=species:S:1:pos:R:3
C -2.6736 -0.0476 0.6464
C 1.4935 -0.6053 0.3928
C 0.5886 0.2863 0.0005
C -0.3510 -0.0284 -1.0276
O -0.9014 -1.9655 0.5659
S -3.6649 1.0217 0.0100
S -1.6864 -1.2239 -0.3613
H 2.2587 -0.2650 1.2484
H 1.5359 -1.6386 -0.0936
H 0.4750 1.3358 0.2992
H -2.4669 -0.1698 1.6623
H -0.7910 0.7962 -1.4218
H 0.1012 -0.5900 -1.9057
```

Results
Total charge = 0
Energy above the lowest of the compared OMol25 structures with the same formula, charge and spin = 334.2 kJ/mol
E_LUMO = -0.03890 Eh
Gap between HOMO and LUMO = 0.2927 Ha
HOMO = -9.023 eV
DFT total energy = -27959.8148 eV

***

The molecule C4H6OS2 at a distorted geometry, computed with ωB97M-V with the def2-TZVPD basis set.

```
13
Properties=species:S:1:pos:R:3
C 0.7450 -1.6539 -1.7092
S 0.6688 0.1698 -1.5075
C 0.1392 0.5463 0.1416
S -0.0313 2.1046 0.5940
C 0.0142 -0.6862 1.0361
C -1.2106 -0.7856 1.8873
O -1.0732 -1.5695 0.7202
H -0.2386 -2.1234 -1.6506
H 1.2716 -1.7218 -2.6594
H 1.3869 -2.1816 -0.9543
H 0.9623 -1.1141 1.3109
H -1.8911 0.0709 1.8517
H -1.2318 -1.2894 2.8215
```

Results
Total charge = 0
SMILES = CSC(=S)[C@H]1CO1
Energy above the lowest of the compared OMol25 structures with the same formula, charge and spin = 200.8 kJ/mol
E_LUMO = -0.01304 Eh
Gap between HOMO and LUMO = 0.3119 Ha
HOMO = -8.843 eV
DFT total energy = -27961.1971 eV

***

A structure of composition C4H6OSm at a distorted geometry, computed with ωB97M-V with the def2-TZVPD basis set.

```
12
Properties=species:S:1:pos:R:3
C -1.1683 0.2072 1.2881
C -0.0279 -0.6667 1.2493
C 0.7697 -0.7020 0.0690
C 0.3399 0.2354 -0.9739
O 1.1300 0.7428 -1.7735
Sm 1.3180 1.8947 -4.2229
H -0.9665 1.1458 1.8201
H -2.0606 -0.2837 1.6949
H -0.1141 -1.6114 1.7924
H 1.8542 -0.7310 0.2097
H -0.1266 -1.0038 -1.1447
H -0.9478 0.7728 -0.0085
```

Results
2S+1 = 8
Total charge = +1
Energy above the lowest of the compared OMol25 structures with the same formula, charge and spin = 147.9 kJ/mol
E_LUMO (spin up / spin down) = -0.16359 / -0.16339 Eh
Expectation value of S² = 15.76
Gap between HOMO and LUMO (spin up / spin down) = 0.1791 / 0.2815 Ha
HOMO (spin up / spin down) = -9.326 / -12.107 eV
DFT total energy = -24182.5416 eV

***

The molecule C4H6S at a distorted geometry, computed with ωB97M-V with the def2-TZVPD basis set.

```
11
Properties=species:S:1:pos:R:3
S 2.7358 -0.1686 0.0321
C 1.0550 -0.0703 -0.1520
C 0.2843 1.0253 0.0686
C -1.0578 0.0294 0.0534
C -0.1215 -1.1770 0.0266
H 0.3687 1.9157 0.9752
H 0.5576 1.8401 -0.8325
H -1.8317 -0.0824 0.5846
H -1.5532 0.2788 -0.8550
H -0.2671 -1.7276 -0.8957
H -0.1701 -1.8635 0.9947
```

Results
Total charge = 0
SMILES = S=C1CCC1
Energy above the lowest of the compared OMol25 structures with the same formula, charge and spin = 358.9 kJ/mol
E_LUMO = -0.02449 Eh
Gap between HOMO and LUMO = 0.2888 Ha
HOMO = -8.524 eV
DFT total energy = -15076.0725 eV

***

The molecule C4H6S at a distorted geometry, computed with ωB97M-V with the def2-TZVPD basis set.

```
11
Properties=species:S:1:pos:R:3
C 0.2196 -0.3036 0.2192
C -0.8701 -0.2376 -0.4827
C 2.7346 0.9127 -0.0776
C -2.1719 -0.4697 0.2023
S 1.8276 -0.4866 -0.0323
H -0.7457 -0.5438 -1.5437
H 2.5677 1.9471 0.2063
H 3.7735 0.7833 0.2557
H -2.6523 -1.3265 -0.2308
H -2.7396 0.3439 0.2267
H -1.9434 -0.6194 1.2568
```

Results
Total charge = 0
Energy above the lowest of the compared OMol25 structures with the same formula, charge and spin = 381.6 kJ/mol
E_LUMO (spin up / spin down) = -0.00571 / -0.00303 Eh
Gap between HOMO and LUMO (spin up / spin down) = 0.2846 / 0.2877 Ha
HOMO (spin up / spin down) = -7.899 / -7.912 eV
DFT total energy = -15075.8374 eV

***

The molecule C4H6S2 at a distorted geometry, computed with ωB97M-V with the def2-TZVPD basis set.

```
12
Properties=species:S:1:pos:R:3
C 0.5949 1.2391 -0.3378
C 0.5120 -0.0493 -0.2281
C 1.5841 -0.9911 0.2778
S -1.1078 -0.8669 -0.6321
C -2.3835 0.1099 0.1123
S -3.9264 -0.2378 -0.0273
H -0.1795 1.7318 -0.8753
H 1.5228 1.7353 -0.1123
H 1.2028 -1.3132 1.2142
H 2.5589 -0.5247 0.4606
H 1.6614 -1.8277 -0.4111
H -2.0396 0.9946 0.5591
```

Results
Total charge = 0
SMILES = C=C(C)SC=S
Energy above the lowest of the compared OMol25 structures with the same formula, charge and spin = 100.7 kJ/mol
E_LUMO = -0.00592 Eh
Gap between HOMO and LUMO = 0.3184 Ha
HOMO = -8.825 eV
DFT total energy = -25914.2475 eV

***

The molecule C4H6S2 at a distorted geometry, computed with ωB97M-V with the def2-TZVPD basis set.

```
12
Properties=species:S:1:pos:R:3
C 0.6291 1.5044 -0.8174
S 1.4966 -0.0958 -0.8347
C 0.5332 -0.4962 0.6716
C -0.5914 -1.5404 0.8231
C -0.8748 -0.4457 -0.0602
S -1.3286 1.4075 -0.2328
H 1.1549 2.1818 -0.0112
H 0.5187 2.3031 -1.8644
H 0.5929 0.1734 1.4375
H -0.3434 -2.4334 0.0748
H -0.7701 -1.7492 1.8537
H -1.0171 -0.8095 -1.0400
```

Results
Total charge = 0
SMILES = C1S[C@@H]2C[C@H]2S1
Energy above the lowest of the compared OMol25 structures with the same formula, charge and spin = 419.5 kJ/mol
E_LUMO = 0.02120 Eh
Gap between HOMO and LUMO = 0.3362 Ha
HOMO = -8.573 eV
DFT total energy = -25910.9432 eV

***

A structure of composition C4H7AgO2 at a distorted geometry, computed with ωB97M-V with the def2-TZVPD basis set.

```
14
Properties=species:S:1:pos:R:3
H 0.1430 1.6821 1.0744
O -2.3934 0.9714 0.3371
C -1.1103 0.7485 -0.0730
C -0.6776 -0.5445 -0.2273
C 0.5871 -0.8665 -0.9845
C 1.2876 -1.1997 0.2943
O 1.9353 -0.3821 0.9843
Ag 2.0222 1.5671 1.6224
H -2.6370 1.8906 0.1986
H -0.6787 1.5261 -0.7136
H -1.3540 -1.3581 0.0454
H 1.0272 -0.0004 -1.4917
H 0.4822 -1.7617 -1.6137
H 1.3662 -2.2728 0.5472
```

Results
2S+1 = 3
Total charge = 0
Energy above the lowest of the compared OMol25 structures with the same formula, charge and spin = 130.0 kJ/mol
E_LUMO (spin up / spin down) = 0.00450 / -0.06668 Eh
Expectation value of S² = 2.03
Gap between HOMO and LUMO (spin up / spin down) = 0.1900 / 0.2680 Ha
HOMO (spin up / spin down) = -5.048 / -9.107 eV
DFT total energy = -12348.7962 eV

***

A structure of composition C4H7AlO2 at a distorted geometry, computed with ωB97M-V with the def2-TZVPD basis set.

```
14
Properties=species:S:1:pos:R:3
O 1.6896 0.9648 -0.7540
C 1.8843 -0.1871 -0.4427
C 0.8315 -1.1472 0.0508
O -0.3897 -0.5643 0.3515
C -1.2674 -0.3484 -0.7768
C -2.3585 0.6156 -0.4165
Al -2.0304 2.0789 -1.4228
H 2.8878 -0.6497 -0.5826
H 1.2452 -1.6211 0.9585
H 0.7361 -1.9505 -0.7073
H -1.7732 -1.2862 -1.0624
H -0.6243 -0.3000 -1.6728
H -3.3434 0.1609 -0.6272
H -2.4038 0.8772 0.6549
```

Results
2S+1 = 2
Total charge = +1
Energy above the lowest of the compared OMol25 structures with the same formula, charge and spin = 99.3 kJ/mol
E_LUMO (spin up / spin down) = -0.18825 / -0.27340 Eh
Expectation value of S² = 0.75
Gap between HOMO and LUMO (spin up / spin down) = 0.3007 / 0.2159 Ha
HOMO (spin up / spin down) = -13.305 / -13.315 eV
DFT total energy = -14943.1699 eV

***

A cluster of 2 separate species, C4H7BBr2Cl2 in total at a distorted geometry, computed with ωB97M-V with the def2-TZVPD basis set.

```
16
Properties=species:S:1:pos:R:3
B -0.3769 -1.8702 -0.9146
C -0.8474 -0.3466 -0.5601
Br 0.4886 1.1364 -0.4329
C -2.2138 -0.0631 -0.3070
C -3.2974 -1.2556 -0.3961
Br -2.7765 1.7940 0.1686
H 0.2100 -2.4437 -0.0473
H -0.5366 -2.3908 -1.9604
H -3.2978 -1.5696 -1.4947
H -4.3028 -0.7520 -0.1879
H -3.0729 -2.1059 0.3149
Cl 4.9163 1.9929 2.5842
C 4.0123 1.8567 1.0714
Cl 3.0084 3.2846 0.7937
H 4.7158 1.7542 0.2475
H 3.3707 0.9788 1.1208
```

Results
Total charge = 0
SMILES = B/C(Br)=C(\C)Br.ClCCl
E_LUMO = -0.03021 Eh
Gap between HOMO and LUMO = 0.3060 Ha
HOMO = -9.149 eV
DFT total energy = -170065.2628 eV

***

The molecule C4H7BN2O at a distorted geometry, computed with ωB97M-V with the def2-TZVPD basis set.

```
15
Properties=species:S:1:pos:R:3
B 0.6803 -0.7642 -0.6571
C -0.2002 1.4748 -1.7733
C -1.2889 1.3470 -0.6696
C 0.5940 0.4766 -1.6638
C 0.5014 -0.4412 1.9487
N -1.0462 0.8210 0.4595
N -0.0873 0.0007 0.6548
O -0.0148 -1.9193 -1.1472
H 1.8326 -0.8286 -0.2037
H -0.4974 2.2749 -2.3472
H -2.2977 1.5628 -0.8683
H 0.4237 0.3441 2.6499
H -0.1304 -1.3329 2.1242
H 1.5754 -0.5134 1.9226
H -0.0445 -2.5024 -0.4295
```

Results
Total charge = 0
Energy above the lowest of the compared OMol25 structures with the same formula, charge and spin = 449.4 kJ/mol
E_LUMO (spin up / spin down) = -0.04073 / -0.02751 Eh
Gap between HOMO and LUMO (spin up / spin down) = 0.2690 / 0.2846 Ha
HOMO (spin up / spin down) = -8.429 / -8.492 eV
DFT total energy = -9961.4623 eV

***

The molecule C4H7BNO2P at a distorted geometry, computed with ωB97M-V with the def2-TZVPD basis set.

```
16
Properties=species:S:1:pos:R:3
B -1.1800 -0.8501 0.8409
C 2.5496 1.3940 0.8053
C 2.6938 0.9207 2.0495
C 1.7658 1.1466 -0.3287
C 0.2032 -0.3132 0.8168
N 0.7636 0.3584 -0.2456
O -1.7462 -1.2781 2.0284
O -1.8663 -0.7736 -0.3688
P -0.0450 0.1849 -1.9096
H 3.3214 2.0726 0.8815
H 0.6974 -0.0744 1.7549
H 2.1165 1.6938 -1.1889
H -2.6116 -1.6554 2.0647
H -2.5059 -1.4021 -0.4828
H 0.9305 1.2039 -2.3706
H -0.9017 1.3600 -1.6984
```

Results
Total charge = 0
Energy above the lowest of the compared OMol25 structures with the same formula, charge and spin = 580.4 kJ/mol
E_LUMO = 0.00497 Eh
Gap between HOMO and LUMO = 0.2772 Ha
HOMO = -7.409 eV
DFT total energy = -19807.7741 eV

***

A structure of composition C4H7BO at a distorted geometry, computed with ωB97M-V with the def2-TZVPD basis set.

```
13
Properties=species:S:1:pos:R:3
B 0.4599 -0.0985 -0.9148
C 1.1390 -0.9195 0.1906
C 0.2599 -0.7837 1.2068
C -0.6735 0.8268 -0.2145
C -0.9652 0.0987 1.0951
O 1.3352 0.0264 -2.6607
H 1.9358 -1.7075 0.3134
H 0.5122 -1.3395 2.0496
H -0.4608 1.9169 -0.0684
H -1.6337 0.9975 -0.7682
H -1.8172 -0.6158 0.9774
H -1.1906 0.8410 1.9111
H 1.0990 0.7571 -3.1174
```

Results
Total charge = 0
Energy above the lowest of the compared OMol25 structures with the same formula, charge and spin = 263.1 kJ/mol
E_LUMO = 0.00448 Eh
Gap between HOMO and LUMO = 0.3665 Ha
HOMO = -9.850 eV
DFT total energy = -6982.9454 eV

***

The molecule C4H7BS2 at a distorted geometry, computed with ωB97M-V with the def2-TZVPD basis set.

```
14
Properties=species:S:1:pos:R:3
C 1.5322 -1.4610 0.2578
C 0.9542 0.0031 0.2682
B -0.6213 0.1726 -0.0028
S -1.4530 1.5567 -0.7123
C -3.0322 0.9787 -0.3427
C -3.2050 -0.2233 0.3214
S -1.7845 -1.1088 0.7608
H 1.6218 -1.9181 -0.6732
H 2.6723 -1.3224 0.4348
H 0.8365 -1.9383 1.0125
H 1.1331 0.5198 1.1865
H 1.4863 0.6061 -0.5993
H -3.8573 1.6246 -0.5339
H -4.1707 -0.7148 0.3340
```

Results
Total charge = 0
SMILES = CCB1SC=CS1
Energy above the lowest of the compared OMol25 structures with the same formula, charge and spin = 0.0 kJ/mol
E_LUMO = 0.01964 Eh
Gap between HOMO and LUMO = 0.3378 Ha
HOMO = -8.657 eV
DFT total energy = -26608.9006 eV